Below is 2 unconnected molecules or ions with the total composition C2H10NOSi, with properties calculated with wB97M-V/def2-TZVPD.

Results
Lowest unoccupied orbital energy (alpha / beta) in hartree: -0.121 / -0.299
Total charge: +1
Spin multiplicity: 3
Frontier orbital gap (alpha / beta) in eV: 6.8175 / 8.7423
Expectation value of S²: 2.0070
ΔE to the lowest compared entry with this formula, charge and spin in kcal/mol: 0.0
HOMO energy (alpha / beta) in eV: -10.102 / -16.870
Energy in eV: -13639.552

Each line ends with the Löwdin spin population.
Cartesian coordinates (Å):
C (-1.301, -1.245, -0.061)  0.000
C (-1.519, 1.084, -0.188)  0.000
N (-0.747, -0.033, 0.502)  -0.001
O (1.927, -0.086, 0.490)  0.899
Si (3.342, 0.221, 0.022)  0.794
H (-0.905, -2.120, 0.441)  0.000
H (-2.371, -1.388, 0.057)  0.000
H (-0.956, -1.292, -1.119)  0.000
H (-1.096, 2.046, -0.056)  0.000
H (-1.264, 0.823, -1.221)  0.000
H (-0.639, 0.092, 1.571)  0.000
H (0.269, -0.003, 0.108)  -0.001
H (3.754, -0.902, -0.756)  0.163
H (-2.528, 1.207, 0.090)  0.000
H (4.034, 1.597, 0.123)  0.145

Cartesian forces, eV/Å:
C 0.25 -2.50 -0.19
C 2.30 -0.35 -0.79
N 0.95 2.24 0.56
O -5.44 -0.83 1.41
Si 6.67 2.37 -0.24
H 0.48 -0.09 0.10
H -0.15 0.73 -0.23
H -0.66 0.00 0.75
H 0.93 0.84 0.62
H -1.16 0.39 -0.06
H -0.60 -0.67 -2.10
H -1.48 0.21 1.32
H 0.10 -0.68 -0.92
H -1.26 -0.80 0.16
H -0.93 -0.85 -0.38